{
  "formula": "C29H61AsN4O2PRuSeSi5",
  "method": "the ωB97M-V functional and the def2-TZVPD basis",
  "spin_multiplicity": 5,
  "total_charge": 3,
  "e_homo_ev": [-14.876, -15.537],
  "gap_ev": [7.37, 6.23],
  "species": ["Ru", "C", "Si", "C", "C", "C", "C", "C", "C", "C", "Si", "C", "C", "H", "H", "H", "H", "H", "H", "H", "H", "H", "H", "H", "H", "H", "H", "H", "H", "N", "C", "P", "O", "O", "C", "N", "H", "H", "H", "H", "H", "H", "H", "H", "H", "H", "C", "N", "C", "Se", "N", "C", "C", "C", "C", "C", "C", "H", "H", "H", "H", "H", "H", "H", "H", "C", "Si", "C", "C", "As", "Si", "C", "C", "C", "Si", "C", "C", "C", "H", "H", "H", "H", "H", "H", "H", "H", "H", "H", "H", "H", "H", "H", "H", "H", "H", "H", "H", "H", "H", "H", "H", "H", "H", "H", "H"],
  "xyz": [[-0.02980, -0.43226, 0.64427], [-0.75748, 2.99371, -0.39865], [-1.58121, 1.49951, 0.39456], [-2.47552, 2.15766, 1.90733], [-2.97576, 0.87052, -0.70510], [-3.96466, 1.76907, -1.12827], [-5.11668, 1.31399, -1.75929], [-5.28596, -0.04545, -1.99772], [-4.30407, -0.94430, -1.60221], [-3.15138, -0.50257, -0.94020], [-1.86309, -1.75017, -0.37202], [-1.37317, -2.66198, -1.94111], [-2.49207, -2.97874, 0.88877], [-1.55288, 3.59257, -0.85835], [0.00126, 2.76319, -1.14200], [-0.28446, 3.62431, 0.35689], [-2.65727, 3.22323, 1.74248], [-1.92291, 2.04420, 2.83546], [-3.44087, 1.66186, 2.01585], [-3.85677, 2.83437, -0.93580], [-5.89388, 2.01495, -2.03970], [-6.18891, -0.40394, -2.47569], [-4.45401, -2.00199, -1.79934], [-2.25239, -3.20151, -2.30737], [-0.57104, -3.38431, -1.78976], [-1.05926, -1.95768, -2.71379], [-3.35443, -3.49383, 0.45204], [-2.81864, -2.49779, 1.81127], [-1.74083, -3.73257, 1.13355], [2.78883, -0.15516, -3.50316], [1.39156, -0.40589, -4.00033], [0.39354, 0.80792, -3.04002], [0.90763, 2.14886, -3.46277], [0.51620, 0.38883, -1.60187], [-1.33662, 0.77749, -3.70058], [-1.67262, 2.20967, -4.00004], [2.86034, -0.54164, -2.55084], [2.93745, 0.86146, -3.44243], [3.50782, -0.55652, -4.10493], [1.11738, -1.43951, -3.79687], [1.34551, -0.19887, -5.06660], [-2.02581, 0.37721, -2.96369], [-1.40250, 0.18519, -4.61228], [-0.75905, 2.71054, -3.99230], [-2.25245, 2.61035, -3.25782], [-2.14229, 2.34402, -4.89436], [5.15909, -2.68574, -0.29358], [4.09182, -3.67398, -0.24302], [2.77521, -3.44499, -0.20015], [1.92412, -1.79525, -0.55371], [2.15201, -4.62655, -0.11538], [3.08025, -5.66665, -0.11196], [2.94347, -7.04728, -0.06784], [4.11139, -7.78141, -0.11955], [5.36972, -7.16312, -0.19892], [5.50086, -5.78929, -0.23473], [4.32213, -5.05563, -0.19646], [4.72681, -1.69089, -0.33197], [5.78359, -2.86043, -1.16892], [5.78247, -2.77119, 0.59571], [1.15428, -4.73191, -0.03279], [1.97664, -7.52811, 0.00567], [4.05696, -8.86096, -0.09522], [6.25596, -7.78189, -0.22752], [6.47189, -5.31453, -0.28476], [-0.13580, 3.95269, 3.41290], [1.34676, 2.83944, 3.33576], [2.47093, 3.31470, 1.91973], [2.13650, 2.83094, 5.01212], [0.82351, 0.49025, 2.74999], [-0.69822, -0.60959, 4.33892], [-0.20442, -0.02080, 6.02809], [-2.49936, -0.28178, 4.00069], [-0.38582, -2.42333, 3.97654], [2.99658, -0.55281, 3.23979], [2.84564, -2.39830, 2.96361], [4.13584, 0.19661, 1.95732], [3.64931, -0.25206, 4.95829], [0.23893, 4.93272, 3.72789], [-0.86707, 3.63210, 4.15706], [-0.64391, 4.08409, 2.46164], [2.34746, 4.37300, 1.67535], [2.24801, 2.73134, 1.02418], [3.52012, 3.16047, 2.17517], [2.29303, 3.87435, 5.30443], [3.10178, 2.33165, 5.04095], [1.48811, 2.37505, 5.76244], [-0.50489, 1.01940, 6.17317], [0.86631, -0.10125, 6.20819], [-0.71659, -0.62002, 6.78737], [-2.82910, 0.69148, 4.36411], [-3.07518, -1.04151, 4.53804], [-2.74828, -0.35725, 2.94046], [0.41969, -2.83592, 4.58533], [-0.12053, -2.56371, 2.92521], [-1.28302, -3.01276, 4.17908], [2.15271, -2.65149, 2.16487], [2.51094, -2.89940, 3.87253], [3.82988, -2.80506, 2.70961], [3.61207, 0.39229, 1.02033], [4.96541, -0.48805, 1.76185], [4.56413, 1.13528, 2.31091], [2.88349, -0.09473, 5.71517], [4.31945, 0.60767, 4.96835], [4.23191, -1.12940, 5.25360]],
  "forces_ev_per_a": [[1.31, -0.18, -0.85], [0.31, -0.20, 0.13], [-0.80, 0.60, -0.34], [0.06, -0.30, 0.10], [0.04, -0.13, -0.03], [0.07, -0.01, -0.11], [0.02, 0.05, -0.01], [0.03, -0.04, -0.01], [0.01, 0.06, 0.00], [-0.11, 0.01, 0.18], [-0.90, -0.10, -0.33], [0.22, -0.05, 0.14], [0.00, 0.09, -0.04], [0.02, -0.01, 0.07], [-0.04, 0.07, -0.04], [-0.04, 0.00, -0.03], [0.01, -0.03, -0.03], [-0.03, 0.11, 0.01], [0.05, 0.01, 0.02], [-0.06, -0.04, 0.04], [0.04, -0.03, -0.03], [0.03, 0.01, 0.00], [-0.02, 0.05, 0.03], [0.01, 0.05, 0.00], [-0.01, 0.00, -0.04], [0.01, -0.05, -0.02], [0.03, -0.01, 0.05], [-0.01, -0.04, 0.00], [-0.03, 0.00, 0.03], [-0.20, 0.19, -0.13], [-0.20, -0.01, 0.08], [0.21, 0.29, -0.08], [-0.04, -0.09, 0.05], [-0.33, -0.18, 0.26], [0.15, -0.20, 0.06], [-0.01, -0.04, 0.20], [0.10, -0.16, 0.13], [0.05, 0.02, -0.10], [0.00, -0.08, 0.01], [0.14, -0.04, 0.01], [0.08, 0.02, -0.02], [-0.17, 0.03, -0.01], [-0.01, 0.08, -0.04], [0.18, 0.15, -0.10], [-0.11, -0.08, -0.05], [-0.06, -0.03, 0.00], [0.06, -0.03, -0.03], [0.09, 0.03, 0.08], [-0.06, -0.04, -0.02], [0.10, 0.10, -0.41], [-0.13, -0.14, 0.15], [0.02, 0.05, 0.02], [-0.10, -0.06, 0.04], [0.01, 0.03, 0.02], [-0.02, -0.02, 0.02], [0.10, 0.05, 0.02], [-0.01, 0.08, 0.01], [-0.03, 0.00, 0.00], [-0.05, 0.00, -0.02], [-0.03, -0.03, 0.03], [-0.02, 0.05, -0.10], [0.03, 0.01, -0.03], [0.01, 0.01, 0.01], [0.00, 0.02, -0.01], [-0.01, -0.03, -0.02], [-0.14, -0.13, 0.02], [0.01, 0.09, -0.22], [0.05, 0.01, 0.06], [0.06, -0.13, 0.02], [-0.03, 0.36, 1.43], [0.11, -0.06, -0.11], [-0.06, -0.07, 0.03], [0.02, 0.13, -0.02], [0.07, 0.03, 0.12], [0.17, -0.15, -0.39], [-0.14, -0.02, 0.12], [-0.07, 0.10, 0.03], [-0.10, 0.11, 0.01], [0.03, -0.05, -0.01], [0.01, 0.04, 0.00], [-0.01, 0.04, 0.00], [-0.02, -0.03, 0.03], [0.02, 0.06, -0.04], [-0.01, 0.00, -0.03], [-0.02, -0.02, -0.03], [0.00, 0.04, 0.01], [0.02, 0.03, 0.00], [0.01, -0.02, 0.01], [-0.02, -0.02, 0.04], [0.01, 0.03, -0.02], [-0.02, -0.03, -0.03], [0.05, -0.01, 0.00], [-0.04, -0.04, 0.04], [0.00, 0.01, -0.05], [-0.02, -0.10, -0.01], [0.00, 0.05, 0.02], [-0.02, -0.04, 0.03], [0.05, -0.02, -0.02], [0.00, 0.06, 0.04], [0.07, -0.04, -0.03], [-0.01, 0.03, 0.04], [0.00, -0.01, -0.01], [0.05, -0.03, 0.03], [0.00, -0.03, 0.04], [-0.03, 0.00, -0.03]]
}

{
  "formula": "C52H48N7O4STc",
  "method": "the ωB97M-V functional and the def2-TZVPD basis",
  "spin_multiplicity": 4,
  "total_charge": 1,
  "e_homo_ev": [-9.704, -10.045],
  "gap_ev": [6.66, 6.37],
  "relative_energy_ev": 5.942,
  "species": ["Tc", "S", "C", "N", "N", "C", "C", "C", "C", "C", "C", "N", "N", "C", "C", "C", "C", "C", "C", "H", "H", "H", "H", "H", "H", "H", "H", "H", "H", "H", "C", "C", "C", "O", "C", "C", "O", "C", "O", "C", "C", "C", "C", "C", "C", "C", "C", "C", "C", "C", "C", "C", "O", "C", "C", "C", "C", "C", "C", "C", "C", "C", "C", "C", "C", "H", "H", "H", "H", "H", "H", "H", "H", "H", "H", "H", "H", "H", "H", "H", "H", "H", "H", "H", "H", "H", "H", "H", "H", "H", "H", "H", "H", "N", "C", "C", "N", "C", "H", "H", "H", "H", "C", "C", "C", "N", "C", "C", "H", "H", "H", "H", "H"],
  "xyz": [[0.05532, -1.15586, 0.37998], [-0.14851, -2.90444, -1.22536], [-0.58097, -4.12781, -0.05562], [-0.44046, -5.42189, -0.46224], [-0.70594, -6.29115, 0.46998], [-0.69534, -7.67192, 0.22664], [-0.30259, -8.18297, -1.00704], [-0.32151, -9.55339, -1.20245], [-0.72450, -10.40995, -0.18391], [-1.10301, -9.88884, 1.04668], [-1.08738, -8.52125, 1.25746], [-1.06007, -3.85758, 1.13510], [-1.15231, -2.49599, 1.42119], [-2.21520, -2.17872, 2.06985], [-2.40942, 0.56561, 1.94453], [-3.68739, 0.00878, 2.44683], [-4.64861, -0.36101, 1.33027], [-4.30258, -2.83987, 1.17684], [-3.35070, -3.15446, 2.05595], [-0.98211, -5.94616, 1.38448], [0.01152, -7.50035, -1.78591], [-0.01529, -9.95906, -2.15799], [-0.74050, -11.48073, -0.34763], [-1.41252, -10.55113, 1.84527], [-1.37262, -8.10619, 2.21951], [-1.97570, 1.37991, 2.50341], [-4.12974, 0.46686, 3.32094], [-4.82098, 0.50714, 0.69201], [-5.22604, -3.39534, 1.04942], [-3.35960, -4.04459, 2.67594], [1.29343, 5.82967, -0.37842], [1.51686, 4.68737, -1.34985], [2.25889, 5.13177, -2.58768], [2.24515, 3.64202, -0.72025], [1.37534, 2.61167, -0.31140], [0.09598, 2.83207, -1.14314], [0.27571, 4.09727, -1.75084], [-1.27524, 2.81017, -0.40890], [-1.14668, 1.56810, 0.33523], [-2.43176, 2.77209, -1.41652], [-3.74944, 2.81872, -0.94700], [-4.82478, 2.76339, -1.81814], [-4.60833, 2.68150, -3.18987], [-3.31105, 2.67551, -3.67207], [-2.23003, 2.72292, -2.79308], [-1.41994, 3.97959, 0.56389], [-0.95881, 3.87649, 1.87591], [-1.05658, 4.94964, 2.75488], [-1.62033, 6.14582, 2.33210], [-2.07626, 6.26064, 1.02632], [-1.97819, 5.18769, 0.15119], [2.07456, 1.22597, -0.54660], [1.11573, 0.26095, -0.20647], [3.25161, 1.09591, 0.44095], [4.57619, 0.89607, 0.06643], [5.58357, 0.81285, 1.02410], [5.28236, 0.90991, 2.37321], [3.95695, 1.06415, 2.76222], [2.95791, 1.15108, 1.80503], [2.46672, 1.04542, -2.01974], [1.83532, 0.06733, -2.78448], [2.15196, -0.11756, -4.12622], [3.11211, 0.67730, -4.73010], [3.74930, 1.65762, -3.98095], [3.43110, 1.84349, -2.64305], [2.24844, 6.31849, -0.17214], [0.87296, 5.46754, 0.55994], [0.60683, 6.55665, -0.81713], [3.25301, 5.49057, -2.31321], [1.70869, 5.94287, -3.06743], [2.34978, 4.29918, -3.28371], [1.17209, 2.69610, 0.75557], [0.05478, 2.05786, -1.90960], [-3.92971, 2.92825, 0.11468], [-5.83635, 2.80371, -1.42991], [-5.44711, 2.64770, -3.87604], [-3.12613, 2.64329, -4.73873], [-1.23229, 2.74673, -3.21163], [-0.50912, 2.95228, 2.21630], [-0.68545, 4.85066, 3.76802], [-1.70795, 6.98083, 3.01761], [-2.50950, 7.19376, 0.68266], [-2.32287, 5.29644, -0.87032], [4.83850, 0.78872, -0.97739], [6.61001, 0.67322, 0.70411], [6.07004, 0.86580, 3.11582], [3.70073, 1.12174, 3.81414], [1.92625, 1.25503, 2.12755], [1.07673, -0.55698, -2.33712], [1.64082, -0.88417, -4.69655], [3.36456, 0.53649, -5.77391], [4.50413, 2.28569, -4.43996], [3.93516, 2.61361, -2.08010], [-3.07560, -1.34364, -0.26664], [-4.07134, -1.50398, 0.55554], [-2.40989, -0.80328, 2.64787], [-2.31708, 0.83107, 0.52649], [-2.10589, -0.32891, -0.33487], [-2.78235, -2.16946, -0.79283], [-5.60338, -0.68528, 1.73883], [-2.02072, -0.76370, 3.66163], [-1.86954, -0.03011, -1.35317], [4.17805, -2.82512, 2.33555], [3.07491, -2.59684, 3.14458], [1.89454, -2.19246, 2.55949], [1.76031, -2.02685, 1.23455], [2.82622, -2.26625, 0.45267], [4.04780, -2.65732, 0.96832], [5.12491, -3.13003, 2.76732], [3.12844, -2.71084, 4.22017], [1.01370, -1.98895, 3.15639], [2.68345, -2.12796, -0.61078], [4.88186, -2.81442, 0.29653]],
  "forces_ev_per_a": [[-1.14, 0.05, -0.97], [-0.08, 0.27, 0.45], [0.19, -0.09, 0.02], [0.08, 0.40, -0.15], [-0.14, -0.46, 0.08], [0.05, 0.09, 0.02], [0.02, 0.10, -0.07], [0.00, -0.02, 0.03], [0.01, -0.02, -0.02], [-0.01, -0.03, 0.01], [0.00, 0.05, 0.09], [0.01, 0.10, -0.12], [0.15, -0.56, 0.33], [-0.17, 0.10, 0.13], [0.13, -0.06, -0.06], [-0.08, -0.06, 0.15], [-0.05, -0.01, -0.05], [-0.14, 0.03, -0.16], [-0.01, 0.01, 0.03], [-0.02, 0.00, 0.09], [-0.03, -0.07, 0.03], [-0.01, 0.02, 0.01], [0.01, 0.07, 0.01], [0.01, 0.03, -0.02], [-0.01, -0.05, -0.06], [0.08, -0.04, 0.03], [-0.02, -0.04, 0.01], [0.03, -0.01, -0.02], [0.10, 0.05, 0.01], [-0.06, 0.10, -0.04], [-0.04, 0.06, 0.02], [-0.05, -0.14, 0.03], [0.03, 0.04, -0.07], [0.05, -0.05, 0.02], [-0.08, -0.04, -0.07], [0.12, 0.27, -0.04], [0.00, -0.08, 0.01], [0.05, 0.11, -0.08], [0.34, 0.32, -0.01], [0.03, 0.03, 0.05], [0.06, 0.04, -0.02], [0.02, 0.00, 0.02], [0.01, 0.01, -0.01], [0.04, -0.01, 0.05], [-0.02, -0.08, 0.00], [-0.10, -0.10, 0.08], [-0.02, 0.04, -0.01], [0.00, 0.00, -0.07], [0.01, -0.03, 0.04], [-0.02, 0.00, -0.05], [0.07, 0.02, -0.05], [-0.01, 0.00, -0.19], [0.21, 0.31, 0.10], [-0.01, -0.03, -0.03], [-0.02, -0.03, -0.02], [-0.03, -0.02, -0.01], [0.00, 0.00, -0.05], [-0.04, -0.02, -0.03], [0.01, 0.01, 0.05], [-0.04, -0.04, 0.04], [0.05, 0.04, -0.10], [-0.01, 0.03, 0.03], [0.01, 0.00, 0.01], [0.00, 0.02, 0.02], [-0.07, -0.06, 0.03], [-0.08, -0.03, 0.00], [0.00, 0.01, -0.03], [0.06, -0.03, 0.05], [-0.06, -0.01, -0.04], [0.06, -0.03, 0.01], [0.00, 0.03, 0.01], [-0.04, -0.02, 0.11], [0.00, -0.08, -0.08], [0.01, -0.02, 0.00], [0.05, 0.00, -0.01], [0.05, 0.00, 0.05], [-0.01, 0.00, 0.03], [-0.07, 0.01, 0.02], [0.00, 0.01, -0.02], [-0.02, 0.00, -0.03], [0.03, -0.04, -0.05], [0.03, -0.08, 0.03], [0.00, -0.01, 0.06], [-0.01, 0.05, 0.04], [-0.05, 0.01, 0.02], [-0.03, -0.02, -0.03], [0.02, 0.01, -0.04], [0.04, 0.03, -0.02], [-0.02, -0.02, 0.02], [0.02, 0.02, 0.03], [-0.01, 0.00, 0.04], [-0.04, -0.02, 0.02], [0.00, 0.03, 0.02], [-0.39, -0.28, -0.19], [0.01, 0.07, 0.19], [-0.01, -0.13, -0.19], [-0.67, -0.19, -0.10], [1.27, 0.21, 0.26], [0.17, -0.02, 0.15], [-0.03, -0.02, 0.01], [0.01, 0.05, -0.01], [-0.25, 0.09, -0.05], [0.06, -0.03, 0.03], [0.02, -0.02, 0.10], [-0.08, -0.04, -0.09], [0.71, -0.19, 0.22], [-0.07, 0.02, 0.14], [0.04, 0.00, -0.05], [-0.08, 0.04, -0.04], [0.00, 0.00, -0.08], [0.02, 0.02, -0.02], [-0.02, 0.04, 0.01], [-0.06, 0.00, 0.04]]
}